{"formula": "C26H73N5O8", "method": "ωB97M-V/def2-TZVPD", "mol_weight_g_mol": 583.90, "homo_lumo_gap_ev": 9.256, "smiles": "COC[C@H](C)N.COC[C@H](C)N.COC[C@H](C)N.COC[C@H](C)N.COC[C@H](C)N.CCO.CCO.CCO", "total_charge": 0, "de_lowest_kcal_mol": 0.0, "symbols": ["O", "O", "O", "O", "O", "O", "O", "O", "N", "N", "N", "N", "N", "C", "C", "C", "C", "C", "C", "C", "C", "C", "C", "C", "C", "C", "C", "C", "C", "C", "C", "C", "C", "C", "C", "C", "C", "C", "C", "H", "H", "H", "H", "H", "H", "H", "H", "H", "H", "H", "H", "H", "H", "H", "H", "H", "H", "H", "H", "H", "H", "H", "H", "H", "H", "H", "H", "H", "H", "H", "H", "H", "H", "H", "H", "H", "H", "H", "H", "H", "H", "H", "H", "H", "H", "H", "H", "H", "H", "H", "H", "H", "H", "H", "H", "H", "H", "H", "H", "H", "H", "H", "H", "H", "H", "H", "H", "H", "H", "H", "H", "H"], "positions_angstrom": [[18.765674, 2.750051, 17.332900], [15.220017, -3.191308, 12.188335], [17.985696, 5.263579, 14.183347], [18.506803, 3.335044, 7.652776], [12.390950, 0.289946, 13.551065], [15.224659, 1.722597, 12.636635], [19.172236, -3.904487, 9.309255], [14.659965, 3.273667, 10.430380], [17.677043, -2.321646, 7.379146], [14.855975, -2.113508, 8.715862], [21.967623, 2.594883, 8.595555], [17.316103, 0.660662, 15.947131], [15.835290, 3.525696, 15.028846], [18.784656, -2.581132, 9.592791], [15.353534, -4.461895, 12.790560], [19.274600, -4.664232, 10.482627], [14.805144, -3.306855, 10.856276], [13.849611, 2.781717, 9.394869], [17.506522, 1.480905, 11.758809], [17.216390, 3.223944, 8.187897], [16.776554, 5.243909, 13.473910], [15.641027, 4.873352, 14.451415], [18.330595, -0.336357, 8.593663], [18.708567, -1.774710, 8.278426], [20.798588, 1.911169, 6.568233], [19.187516, 2.189331, 16.083273], [16.286920, 0.810648, 12.363634], [19.242590, 4.056650, 17.521176], [19.492782, 2.838424, 8.504029], [19.038707, 5.889871, 13.479768], [20.819274, 2.886552, 7.734946], [18.785733, 0.737509, 16.089977], [12.514547, 1.404597, 14.441428], [11.879145, 2.648406, 13.833864], [14.807725, -1.930386, 10.194236], [13.637780, -1.051698, 10.600529], [19.445496, -0.042313, 14.967894], [15.436584, 5.888370, 15.575569], [12.411793, 2.568456, 9.878010], [16.773167, 4.448228, 12.719380], [13.481898, -1.079867, 11.681701], [11.923717, 1.201887, 15.341245], [18.316165, -4.685332, 11.015965], [14.769378, 2.654247, 11.186580], [19.340231, 1.798915, 8.813972], [21.775038, 1.701911, 6.122416], [12.418618, 3.001419, 12.952050], [17.178700, 1.984145, 10.844395], [14.236493, 1.810465, 9.045207], [19.295503, 4.265975, 18.592056], [16.822085, 1.243541, 16.611773], [12.463951, 1.919219, 10.752754], [17.738660, -2.571947, 9.917466], [20.531309, -0.017293, 15.053412], [16.334350, 5.977817, 16.188210], [12.728038, -1.435129, 10.131969], [18.686903, 6.875046, 13.151274], [18.383328, 0.277801, 7.692663], [14.702339, 4.821204, 13.887401], [18.260516, 0.770745, 11.430929], [16.509387, 6.195144, 13.000399], [15.957512, -5.148530, 12.187791], [19.023493, 0.305419, 17.068517], [20.275075, 2.325153, 16.030618], [17.869900, 2.252002, 12.438156], [19.481313, -2.093144, 10.278540], [16.835915, 3.558361, 15.243194], [18.733764, 2.754271, 15.265746], [17.678116, -3.339415, 7.454069], [16.543973, 3.840419, 7.591708], [20.506633, 0.921740, 6.945115], [19.150389, 0.293512, 13.972392], [14.266680, -2.929533, 8.545171], [10.851499, 2.471948, 13.503093], [15.741667, -1.430554, 10.469626], [11.727738, 2.126477, 9.150270], [11.823386, 3.468373, 14.552531], [14.459604, 1.268794, 13.003788], [13.572211, 1.521180, 14.660584], [20.892101, 3.892398, 7.303887], [16.742766, -2.106378, 7.752632], [19.069566, 0.150878, 9.242441], [15.850554, 2.866035, 14.249030], [16.562472, 0.262913, 13.268903], [20.279047, 4.210548, 17.196383], [13.852543, -0.025414, 10.300184], [11.955740, 3.521779, 10.152550], [17.172529, 3.604891, 9.214881], [11.460224, 0.185837, 13.330471], [19.642763, 3.450660, 9.402701], [15.523808, -3.949669, 10.328313], [19.517581, -5.709173, 10.283106], [13.970300, 3.431931, 8.528332], [19.365326, 5.307692, 12.614905], [16.783771, 2.215703, 8.230406], [13.799486, -3.718598, 10.678004], [22.252550, 3.470459, 9.031346], [17.035748, -0.303323, 16.086693], [20.123976, 2.176516, 5.757323], [18.591496, 4.787761, 17.038717], [15.237140, 6.890512, 15.185189], [19.621719, -1.841797, 7.683723], [15.723519, -4.322761, 13.800884], [22.806989, 2.338728, 8.088877], [17.360330, -0.220700, 9.078315], [15.901046, 0.017699, 11.712703], [20.077073, -4.289099, 11.127050], [14.372552, -4.954725, 12.852686], [19.098553, -1.079815, 14.997706], [14.565636, 5.592415, 16.156595], [14.367042, -1.350386, 8.257329], [19.868751, 6.079472, 14.157287]], "forces_ev_per_angstrom": [[0.27, -0.21, -0.26], [-0.26, -0.17, 0.11], [0.44, 0.16, 0.18], [-0.30, -0.27, -0.13], [0.44, -0.02, -0.03], [0.32, 0.66, -0.25], [0.23, -0.24, -0.09], [0.39, 0.49, 0.25], [-0.63, -0.34, 0.33], [-0.55, -0.58, 0.65], [0.05, 0.62, 0.69], [0.19, -0.22, -0.62], [1.08, 0.46, -0.40], [-0.12, 0.54, -1.47], [-0.87, -0.18, -0.10], [-0.04, -0.38, 0.35], [0.46, 0.59, -0.96], [-0.10, -1.10, 0.09], [-1.25, 0.68, -0.40], [-0.70, 0.47, 0.52], [-1.37, -0.59, 0.37], [-0.42, -0.13, 0.01], [1.06, 0.41, -0.07], [-0.90, -0.50, -0.13], [0.01, -1.12, 0.06], [0.20, 0.45, 0.98], [0.13, -1.69, 0.15], [0.12, 0.40, 0.52], [1.64, -0.17, 0.09], [-0.43, 0.52, 0.06], [0.24, 0.11, -1.17], [-0.96, 0.12, -0.06], [-1.50, 0.16, -0.22], [0.31, 0.42, -0.30], [0.44, 0.28, -0.52], [0.18, -0.40, 0.47], [-0.26, -0.42, -0.05], [0.14, 0.17, -0.44], [0.06, 0.48, -0.23], [0.22, 0.17, -0.30], [0.07, 0.15, -0.01], [0.56, -0.19, 0.29], [0.07, 0.22, 0.20], [-0.26, 0.13, -0.50], [-0.22, 0.50, -0.03], [0.15, 0.53, 0.07], [0.11, 0.01, 0.06], [0.09, 0.16, 0.01], [0.00, -0.03, 0.01], [-0.41, -0.10, 0.01], [0.17, 0.03, 0.11], [-0.21, 0.00, 0.06], [0.07, 0.02, 0.77], [0.01, -0.08, -0.01], [-0.12, -0.20, 0.20], [-0.06, 0.22, -0.09], [0.13, -0.03, -0.25], [-0.46, -0.21, -0.13], [0.16, 0.16, -0.24], [0.12, -0.12, 0.46], [0.43, 0.16, -0.03], [0.42, 0.22, 0.13], [0.64, 0.13, -0.08], [0.03, -0.26, -0.20], [0.39, -0.16, 0.02], [-0.08, -0.09, 0.35], [-0.23, -0.35, 0.70], [-0.04, -0.15, -0.27], [0.40, 0.09, -0.25], [0.09, -0.01, -0.10], [-0.20, 0.09, -0.06], [0.02, 0.42, 0.10], [0.15, 0.08, -0.40], [0.01, -0.27, 0.13], [-0.03, -0.15, 0.10], [0.30, -0.18, -0.16], [0.18, -0.05, 0.05], [0.06, -0.38, -0.10], [-0.05, 0.10, 0.28], [-0.02, 0.12, 0.08], [0.40, 0.17, -0.11], [-0.11, -0.56, 0.18], [-0.39, 0.01, 0.11], [0.03, 0.35, 0.27], [-0.06, -0.25, -0.42], [-0.32, 0.03, -0.05], [0.13, 0.00, 0.23], [0.06, 0.10, -0.02], [0.03, 0.02, -0.04], [-0.43, 0.12, 0.13], [-0.07, -0.03, -0.15], [0.03, 0.14, -0.52], [-0.30, 0.32, 0.19], [0.03, -0.06, -0.03], [0.43, -0.18, -0.24], [-0.06, -0.28, 0.62], [-0.20, -0.22, 0.32], [-0.18, 0.10, 0.06], [-0.13, 0.17, 0.19], [0.06, 0.12, -0.12], [0.00, -0.06, -0.15], [0.38, 0.20, 0.50], [0.26, -0.04, -0.06], [-0.34, -0.27, -0.41], [-0.14, -0.21, -0.12], [0.13, 0.29, -0.21], [-0.17, 0.17, 0.16], [-0.03, 0.10, 0.13], [0.23, -0.05, 0.16], [0.18, -0.06, 0.26], [0.08, 0.09, 0.07], [0.02, -0.34, 0.10]], "mulliken_charge": [-0.408, -0.163, -0.037, -0.459, -0.472, 0.860, -0.374, -0.504, -0.851, -0.558, -0.715, -0.444, -0.479, -0.179, -0.895, -0.471, -1.206, 0.064, -0.655, -0.387, -0.485, 0.578, -1.206, 0.250, -1.337, -0.268, 1.501, -0.559, 0.735, -0.896, 0.398, 0.407, -0.219, -0.947, 2.393, -1.605, -1.337, -1.643, -0.964, -0.021, 0.363, 0.361, 0.030, 0.078, -0.669, 0.451, 0.061, -0.112, -0.141, 0.272, 0.230, -0.007, -0.154, 0.439, 0.189, 0.489, 0.370, 0.536, 0.432, 0.512, 0.593, 0.295, 0.275, 0.543, 0.079, 0.515, -0.267, -0.169, 0.327, 0.325, 0.268, 0.072, 0.296, 0.412, -1.344, 0.392, 0.347, -0.572, 0.140, 0.300, 0.260, 0.306, 0.305, 0.293, 0.330, 0.014, 0.302, 0.240, 0.293, 0.157, 0.487, 0.291, 0.491, 0.239, 0.045, 0.399, 0.264, 0.243, 0.277, 0.070, 0.399, 0.360, 0.238, 0.243, -0.049, -1.424, 0.302, 0.338, 0.406, 0.411, 0.235, 0.241]}